Record 1
ORCA calculation (wB97M-V/def2-TZVPD) on 7 unconnected molecules or ions with the total composition C36H76BrN3O22S6.

XYZ file:
```
144
Properties=species:S:1:pos:R:3:mulliken_charge:R:1
C 5.0987 -0.8263 2.1796 -1.61
C 3.9319 -0.4734 1.2485 0.58
C 3.2630 -1.7622 0.7782 -0.80
N 2.3892 -1.6140 -0.3884 -0.21
C 1.0746 -0.9936 -0.1912 0.85
C 0.3750 -1.2760 -1.4716 -0.61
N -0.1552 -1.5329 -2.4550 -0.68
C 1.0636 0.5548 -0.0730 -0.82
C 2.1337 1.2668 -0.8988 -1.36
O 2.8517 2.1440 -0.0119 -0.31
C 4.0835 2.4925 -0.4112 0.35
O 4.5117 2.2740 -1.5213 -0.52
C 4.8500 3.1946 0.6799 -0.21
C 6.3685 3.1545 0.4669 -1.20
C 0.1836 -1.6448 0.9630 3.58
C -1.2169 -1.2999 0.6395 -1.58
N -2.3064 -1.0195 0.4141 -0.55
C 0.5198 -1.1111 2.3907 -0.81
C -0.6332 -0.5025 3.1513 -1.46
O -0.9252 0.7585 2.6016 -0.07
C -2.1709 1.2868 3.0152 -0.37
C -2.7440 2.2106 1.9435 -0.98
C 0.2600 -3.1944 0.8763 -1.34
C -0.5811 -3.8789 1.9154 0.06
O -1.7568 -3.9839 1.9106 -0.47
Br 0.4549 -4.6726 3.3792 -0.18
H 5.3804 0.0276 2.7894 0.43
H 4.8677 -1.6893 2.7988 0.36
H 5.9649 -1.0994 1.5763 0.38
H 3.2299 0.2118 1.7153 0.22
H 4.3442 -0.0219 0.3460 -0.28
H 4.0847 -2.4051 0.4557 0.75
H 2.8026 -2.2768 1.6301 0.22
H 2.2317 -2.5122 -0.8260 0.57
H 1.1247 0.8996 0.9536 0.31
H 0.0872 0.8758 -0.4313 0.93
H 2.7954 0.5902 -1.4287 0.33
H 1.6534 1.8909 -1.6523 0.60
H 4.4884 4.2174 0.7700 0.41
H 4.5919 2.6874 1.6093 0.27
H 6.8365 2.6884 1.3336 0.30
H 6.6496 2.5724 -0.4044 0.32
H 6.7872 4.1542 0.3919 0.33
H 1.3583 -0.4220 2.3858 0.16
H 0.8640 -1.9601 2.9826 0.39
H -1.5013 -1.1685 3.1728 0.51
H -0.3228 -0.3893 4.1999 0.57
H -2.9035 0.4978 3.2044 0.28
H -2.0743 1.8480 3.9498 0.31
H -3.4976 1.7036 1.3462 0.21
H -1.9403 2.5772 1.3077 0.24
H -3.2355 3.0603 2.4155 0.32
H -0.1746 -3.4788 -0.0866 0.52
H 1.2818 -3.5534 0.8855 0.75
O 6.8193 -2.1172 4.3911 -0.58
S 7.5891 -3.2946 4.6603 1.20
O 6.9511 -4.4500 5.2087 -0.63
O 8.8349 -2.8943 5.5585 -0.29
C 8.5778 -2.1951 6.7983 -0.33
C 8.0007 -3.0900 7.8759 -0.97
C 8.4891 -3.7625 3.2238 -0.98
H 7.9330 -1.3379 6.5991 0.30
H 9.5490 -1.8130 7.1045 0.27
H 7.0085 -3.4494 7.6094 0.30
H 7.9219 -2.5343 8.8105 0.39
H 8.6369 -3.9606 8.0329 0.27
H 8.9926 -2.8892 2.8191 0.31
H 7.7628 -4.1495 2.5123 0.37
H 9.1995 -4.5384 3.4948 0.37
O -0.7752 -7.6441 2.6677 -0.57
S -1.8765 -8.3726 3.2195 1.17
O -1.6865 -9.1735 4.3889 -0.62
O -2.5302 -9.2569 2.0710 -0.27
C -1.6702 -10.1636 1.3468 -0.33
C -1.2753 -11.3825 2.1556 -0.98
C -3.2348 -7.2868 3.4747 -0.95
H -0.7953 -9.6188 0.9883 0.30
H -2.2528 -10.4604 0.4773 0.27
H -0.6540 -11.1132 3.0077 0.30
H -0.7121 -12.0733 1.5276 0.39
H -2.1597 -11.8911 2.5387 0.26
H -3.3903 -6.6940 2.5776 0.29
H -2.9673 -6.6455 4.3116 0.37
H -4.1134 -7.8780 3.7177 0.37
O 8.2548 1.7370 -6.8658 -0.65
S 7.4744 2.9321 -6.7571 1.21
O 7.7454 3.8667 -5.7094 -0.60
O 5.9381 2.5406 -6.7434 -0.25
C 5.4894 1.5840 -5.7504 -0.53
C 5.4193 2.1541 -4.3496 -0.68
C 7.4710 3.7853 -8.2956 -0.94
H 6.1297 0.7014 -5.7941 0.35
H 4.4983 1.2863 -6.0866 0.28
H 6.4079 2.4178 -3.9780 0.32
H 4.9881 1.4240 -3.6733 0.26
H 4.8084 3.0557 -4.3304 0.26
H 7.2435 3.0820 -9.0912 0.31
H 8.4679 4.2002 -8.4257 0.37
H 6.7347 4.5828 -8.2500 0.31
O -5.0684 3.3114 -3.7704 -0.66
S -5.9473 2.3277 -3.2110 1.22
O -6.1354 2.2643 -1.7948 -0.60
O -5.5292 0.8995 -3.7593 -0.25
C -4.1557 0.4741 -3.5729 -0.65
C -3.8357 0.0874 -2.1454 -0.30
C -7.5167 2.4155 -3.9972 -0.95
H -3.4886 1.2569 -3.9376 0.34
H -4.0420 -0.3851 -4.2305 0.31
H -3.8992 0.9421 -1.4739 0.21
H -2.8252 -0.3134 -2.0877 0.02
H -4.5330 -0.6667 -1.7824 0.28
H -7.3748 2.4417 -5.0739 0.27
H -7.9949 3.3316 -3.6583 0.38
H -8.1088 1.5549 -3.6991 0.36
O -3.8824 3.4480 5.2755 -0.60
S -3.4049 4.5879 5.9982 1.24
O -2.7581 4.4228 7.2625 -0.63
O -4.5902 5.6346 6.1380 -0.28
C -5.8249 5.1811 6.7389 -0.35
C -5.7215 4.9935 8.2387 -0.98
C -2.3718 5.5548 4.9538 -0.99
H -6.1513 4.2672 6.2404 0.32
H -6.5469 5.9601 6.5044 0.27
H -5.0361 4.1878 8.4953 0.30
H -6.7027 4.7486 8.6460 0.39
H -5.3561 5.9031 8.7148 0.26
H -2.8686 5.7018 3.9990 0.32
H -1.4491 4.9936 4.8218 0.37
H -2.1688 6.5028 5.4441 0.37
O -9.3507 3.9380 -7.2807 -0.62
S -8.7716 4.3856 -8.5117 1.22
O -9.5793 5.0506 -9.4858 -0.61
O -8.0083 3.1688 -9.1900 -0.26
C -8.7551 1.9560 -9.4374 -0.35
C -9.7254 2.0815 -10.5941 -1.00
C -7.3609 5.3789 -8.1710 -0.93
H -9.2612 1.6528 -8.5195 0.32
H -7.9979 1.2072 -9.6592 0.28
H -10.5182 2.7948 -10.3761 0.31
H -10.1841 1.1131 -10.7949 0.38
H -9.2101 2.4235 -11.4913 0.27
H -6.7307 4.8697 -7.4470 0.30
H -7.7317 6.3159 -7.7619 0.37
H -6.8280 5.5588 -9.1005 0.33
```

Computed properties:
Strongest force on any atom ... 0.86 eV/A
Multiplicity ... 1
Highest occupied orbital energy ... -0.3606 Eh
SMILES string ... CCCN[C@](C#N)(CCOC(=O)CC)[C@](C#N)(CCOCC)CC(=O)Br.CCOS(C)(=O)=O.CCOS(C)(=O)=O.CCOS(C)(=O)=O.CCOS(C)(=O)=O.CCOS(C)(=O)=O.CCOS(C)(=O)=O
Molar mass ... 1175.31 g/mol

---

Record 2
ORCA calculation (wB97M-V/def2-TZVPD) on a molecular structure, H12O6 in a non-equilibrium geometry.

XYZ file:
```
18
Properties=species:S:1:pos:R:3:nbo_charge:R:1
O 0.4157 -0.1117 -0.3123 -0.94
H 0.4120 0.8239 -0.5147 0.46
H -0.3668 -0.2446 0.2227 0.48
O 2.6221 -0.6172 -0.4431 -0.99
H 2.9039 0.2180 -0.8164 0.44
H 1.7138 -0.4682 -0.1801 0.47
O -0.7338 -1.8647 1.2262 -0.88
H -1.6857 -1.8272 1.1333 0.49
H -0.4709 -2.6198 0.7000 0.52
O 0.0815 2.0769 -0.3974 -0.90
H 0.1887 2.7912 -1.0254 0.50
H -0.7526 2.2605 0.0349 0.50
O -0.4109 0.7226 -2.6244 -0.97
H -0.3528 0.5137 -1.6921 0.46
H -0.7841 -0.0633 -3.0237 0.46
O -0.6805 -0.2276 2.5491 -0.99
H -0.7020 -1.0068 1.9935 0.43
H -1.3976 -0.3557 3.1700 0.44
```

Computed properties:
Strongest force on any atom ... 6.85 eV/A
Multiplicity ... 1
Highest occupied orbital energy ... -0.3503 Eh
Energy relative to the best compared isomer or geometry (same formula, charge and spin) ... 107.94 kcal per mole
Molar mass ... 108.09 g/mol

---

Record 3
ORCA calculation (wB97M-V/def2-TZVPD) on 2 unconnected molecules or ions with the total composition C5H7N in a non-equilibrium geometry.

XYZ file:
```
13
Properties=species:S:1:pos:R:3:nbo_charge:R:1
C 1.8239 1.6022 -1.9603 0.06
C -0.4771 -0.7316 1.7921 -0.40
C -0.8712 0.1730 -0.2691 -0.39
C -1.0156 -1.1540 0.4622 -0.24
C 0.2872 -0.4213 0.4729 -0.22
N 1.1409 2.3864 -1.5244 -0.31
H 1.2837 -0.5119 0.2104 0.21
H 2.4794 0.8140 -2.4512 0.25
H -0.9444 0.1984 2.0869 0.20
H -0.1126 -1.5356 2.5346 0.23
H -0.6779 0.0673 -1.4204 0.20
H -1.3945 1.0107 0.0812 0.19
H -1.5219 -1.8978 -0.0148 0.22
```

Computed properties:
Strongest force on any atom ... 4.63 eV/A
Multiplicity ... 1
Highest occupied orbital energy ... -0.3374 Eh
Energy relative to the best compared isomer or geometry (same formula, charge and spin) ... 93.97 kcal per mole
SMILES string ... C1[C@H]2C[C@@H]12.C#N
Molar mass ... 81.12 g/mol

---

Record 4
ORCA calculation (wB97M-V/def2-TZVPD) on a gas-phase ion, C3H7N4 (charge +1) in a non-equilibrium geometry.

XYZ file:
```
14
Properties=species:S:1:pos:R:3:nbo_charge:R:1
C 0.7679 1.0206 -0.7426 0.07
C -0.3898 -1.8952 1.2283 0.30
C -0.5298 0.6105 0.1119 0.52
N -0.9017 -0.5355 0.7921 -0.61
N 1.4609 0.1148 -1.2553 -0.55
N 0.7812 -2.1164 0.6676 -0.74
N -1.4677 1.5527 0.0494 -0.71
H 0.9215 2.1146 -0.9779 0.22
H -1.8648 -0.4035 1.0070 0.40
H 2.2987 0.3044 -1.7789 0.40
H 1.2534 -2.9755 0.8631 0.42
H 1.2559 -1.5220 0.0334 0.41
H -2.2020 1.5103 0.7226 0.43
H -1.3838 2.2205 -0.7207 0.44
```

Computed properties:
Net charge ... +1
Strongest force on any atom ... 2.63 eV/A
Multiplicity ... 1
Highest occupied orbital energy ... -0.4994 Eh
Energy relative to the best compared isomer or geometry (same formula, charge and spin) ... 65.53 kcal per mole
Molar mass ... 99.12 g/mol

---

Record 5
ORCA calculation (wB97M-V/def2-TZVPD) on C8H11NO2 in the gas phase in a non-equilibrium geometry.

XYZ file:
```
22
Properties=species:S:1:pos:R:3:nbo_charge:R:1
C 1.1363 1.8325 2.1069 -0.18
C 0.9994 0.5458 2.5381 -0.30
C 0.6129 2.1287 0.6965 0.59
C 0.2821 -0.8543 -0.7388 -0.38
C 1.1691 -0.9155 0.5667 -0.49
C -0.2328 0.5328 -0.9355 -0.10
C 0.3622 -0.4443 1.7688 0.54
C -1.7204 0.4420 -1.5247 -0.60
N -0.3198 1.1909 0.2937 -0.53
O 1.0111 3.0603 0.0041 -0.63
O -0.7005 -1.1449 2.2187 -0.63
H 1.5727 2.7678 2.4932 0.24
H 1.0726 0.1989 3.6201 0.24
H 0.8270 -1.1482 -1.5364 0.22
H -0.6200 -1.4900 -0.7058 0.18
H 1.4939 -1.9759 0.6470 0.24
H 1.9660 -0.2262 0.3446 0.24
H 0.3176 1.1254 -1.7018 0.21
H -2.2757 1.1723 -0.8910 0.23
H -2.1200 -0.4628 -1.4878 0.18
H -1.8457 0.8053 -2.6029 0.21
H -1.0585 -1.5103 1.3499 0.50
```

Computed properties:
Strongest force on any atom ... 5.96 eV/A
Multiplicity ... 1
Highest occupied orbital energy (alpha / beta) ... -0.3098 / -0.3097 Eh
Energy relative to the best compared isomer or geometry (same formula, charge and spin) ... 101.58 kcal per mole
Molar mass ... 153.18 g/mol

---

> What is the multiplicity in the second record?

1